[1]
90
Properties=species:S:1:pos:R:3:mulliken_charge:R:1 method="wB97M-V/def2-TZVPD" e_homo_ev=-7.91 smiles="C#CCC1=CC(=O)c2c(B(O)CC)c(O)c(Cc3ccccc3)c(P(CC)CC)c2C1=O.CCOC(=O)OC.CCOC(=O)OC" gap_ev=7.359 lumo_ev=-0.548
H -0.130 3.001 3.476 -0.20
H -7.766 -3.455 -2.275 0.38
C 2.681 -0.900 -1.907 -0.49
H -1.746 3.936 5.089 0.28
C 0.510 5.895 6.242 0.74
H 2.652 -6.032 0.837 0.44
O 6.076 2.418 -3.781 -0.35
C -1.181 -4.920 -0.377 -0.48
H -4.505 1.696 -0.696 0.22
C -7.110 -3.244 -0.238 -0.67
H -1.633 1.754 -1.031 0.01
H 1.458 -5.887 -0.531 0.24
C 6.446 2.270 -7.952 -1.09
C -6.022 -3.241 0.623 0.08
C 1.607 -5.817 0.554 -1.37
C -4.689 -3.425 0.198 0.08
O -3.317 2.281 2.273 -0.59
C -0.461 -4.195 -1.595 -0.98
C 1.083 -1.260 1.322 -0.34
H 5.164 2.801 -1.996 0.28
H -0.940 5.257 4.260 0.31
H 0.398 2.637 5.135 0.33
C -0.426 -1.272 1.242 0.17
H -3.477 -3.722 -1.570 0.44
O 0.780 6.215 7.513 -0.35
H -2.282 3.321 -1.670 0.31
H 6.910 3.257 -7.920 0.29
C -4.488 -3.595 -1.175 0.32
C -2.607 -2.274 1.229 0.18
C 2.684 -1.052 -3.110 -0.14
C 5.932 1.809 -4.959 0.75
H 4.512 1.397 -2.852 0.12
H -0.924 -5.984 -0.453 0.66
O -0.251 2.271 1.670 -0.71
H 5.386 2.406 -7.738 0.31
C -3.606 -3.437 1.285 -1.56
C 1.189 0.909 0.280 -0.47
H -6.223 -3.127 1.696 0.30
H -8.108 -3.124 0.196 0.37
O -4.538 -0.800 1.250 -0.64
C 1.285 -4.378 1.076 0.18
H -4.109 -3.365 2.268 0.43
H 1.000 -6.575 1.082 0.35
P -0.547 -4.178 1.234 -0.49
C 7.091 1.348 -6.939 -0.18
O 7.078 1.931 -5.630 -0.37
H 1.186 3.918 4.228 0.31
C -6.895 -3.424 -1.616 -0.47
H -4.851 -0.843 0.333 0.30
H 1.617 1.684 -0.374 0.54
H -2.872 1.777 -2.302 0.28
C -2.528 2.288 -1.386 -0.67
H 6.546 1.865 -8.960 0.36
O 4.936 1.257 -5.350 -0.56
H -5.417 -3.761 -3.115 0.37
H 2.752 6.833 7.363 0.29
H 8.139 1.194 -7.196 0.29
C 1.756 -0.288 0.331 0.79
O 1.009 6.400 5.271 -0.55
C -5.588 -3.599 -2.046 -0.82
H 0.299 -4.836 -2.065 0.32
O 1.789 -1.790 2.147 -0.57
C -3.163 -0.997 1.212 -0.33
H 1.531 8.109 7.073 0.29
H -2.248 -4.743 -0.522 0.08
C 1.778 7.225 7.658 -0.63
H -3.851 3.060 2.069 0.29
H 3.763 0.078 -0.350 0.45
C 2.999 -0.710 -0.457 -0.94
C 0.224 3.438 4.412 -0.34
H 1.813 7.499 8.709 0.22
H 1.705 -4.337 2.096 0.53
H -0.034 -3.220 -1.310 0.08
H -1.206 -3.980 -2.387 0.37
H 2.828 -1.232 -4.162 0.47
C -0.060 1.221 1.109 -0.31
C -2.389 0.188 1.162 0.05
C -1.016 0.018 1.181 0.27
H -3.969 3.287 -0.113 0.32
O -0.392 4.917 6.247 -0.36
H 3.369 -1.646 -0.010 0.32
C 4.897 2.409 -2.975 -0.49
C -0.783 4.429 4.952 -0.25
H 6.614 0.367 -6.929 0.30
B -3.133 1.593 1.099 0.82
C -1.179 -2.452 1.234 1.14
H 4.138 3.055 -3.415 0.31
H -3.129 -4.429 1.282 0.50
H 1.824 -3.614 0.494 0.04
C -3.646 2.239 -0.262 -0.53

***

[2]
95
Properties=species:S:1:pos:R:3:mulliken_spin:R:1 method="wB97M-V/def2-TZVPD" total_charge=+1 e_homo_ev="-10.66 / -10.66" spin_multiplicity=5 gap_ev="8.564 / 6.623" relative_energy_kcal_mol=17.4 lumo_ev="-2.100 / -4.041"
H 1.626 -1.317 -1.662 0.01
C 1.739 -2.017 -2.495 0.00
H 0.491 -0.858 -3.816 0.00
C -0.575 2.872 1.991 0.01
H 5.648 5.765 0.786 0.00
C 3.343 2.886 -0.842 0.00
H -5.084 -1.556 -0.063 0.00
C -2.656 -4.340 -2.287 0.00
H 5.258 1.017 2.352 0.00
F 1.989 0.750 2.319 -0.01
H 3.693 0.929 -0.103 0.00
C -1.300 -3.925 -2.848 0.01
H -2.296 2.173 -2.978 0.00
C 1.476 3.020 -4.083 0.00
O 0.985 1.276 -0.370 0.24
H -4.779 -4.187 -2.676 0.00
C -3.642 2.119 3.420 -0.01
C 0.221 1.672 -2.561 0.00
O -0.854 0.905 -2.179 0.14
H 0.608 -2.549 -4.294 0.00
N 3.689 1.919 0.095 0.00
H 1.304 -3.691 -1.181 0.00
H -4.383 -0.043 -0.619 0.00
C -3.131 1.240 2.463 -0.02
H -1.210 -4.159 -3.912 0.00
H -3.785 -1.594 -1.260 -0.02
C 2.332 2.617 -1.879 -0.01
H 3.319 3.833 -3.333 0.00
H 1.969 -4.163 -2.763 0.00
C 1.064 -2.755 3.044 0.03
C -4.981 0.356 4.363 0.00
Os -0.754 -0.325 0.255 3.07
Si -1.849 1.741 1.197 0.07
C -4.561 1.679 4.361 0.00
C 0.549 -1.879 -3.434 -0.01
C -4.490 -0.528 3.414 0.00
C 5.350 2.040 2.009 0.00
H -2.660 -5.431 -2.244 0.00
F 3.009 -3.107 1.126 0.00
C -2.603 2.755 -0.190 0.03
C -3.567 -0.095 2.462 -0.03
H -1.982 -2.994 2.442 0.00
N 3.899 4.035 -0.632 0.00
S -1.081 -2.150 -2.700 0.02
H -3.404 2.247 -0.729 0.00
C -4.148 -1.079 -0.367 0.05
C 5.570 4.741 1.123 0.00
Si -2.941 -1.151 1.067 0.03
F 2.177 -0.399 4.140 0.00
C -2.075 1.109 -2.903 0.02
C 1.493 -0.305 3.007 0.08
F 3.880 -1.771 2.578 0.00
H -4.825 -1.560 3.427 0.00
H -2.116 -3.461 0.742 0.00
H -1.847 3.086 -0.907 0.00
H -2.851 0.605 -2.333 -0.02
C 1.212 1.844 -1.599 0.00
H -3.318 3.154 3.448 0.00
H -3.790 -4.226 -4.133 0.00
C 2.456 3.214 -3.134 0.00
H -3.033 3.655 0.262 0.00
H -5.690 0.017 5.107 0.00
H -3.559 -3.425 1.769 0.00
C 2.941 -1.877 1.636 0.01
H 6.957 4.943 2.731 0.00
H -2.736 -4.003 -1.249 0.00
C 0.352 2.249 -3.810 0.00
H 0.956 -3.636 2.417 0.00
O -0.905 -1.988 -1.181 -0.04
Br 1.643 3.813 -5.785 0.00
H 1.695 1.503 0.258 -0.01
H -0.474 -4.386 -2.311 0.00
H 6.769 2.619 3.491 0.00
C 1.515 -1.592 2.162 -0.12
H -0.410 2.122 -4.566 0.00
H 3.003 -3.461 -1.526 0.00
H -4.946 2.367 5.103 0.00
H 2.600 -1.665 -3.073 0.00
H -2.016 0.667 -3.899 0.00
C 6.292 4.272 2.203 0.00
C 6.186 2.943 2.639 0.00
C -3.839 -3.847 -3.111 0.00
H -1.143 3.735 2.356 0.00
O 0.700 -1.464 1.051 0.45
F 3.282 -1.026 0.641 0.00
C 4.732 3.840 0.471 0.00
F 0.220 -0.003 3.324 0.01
H -3.876 -2.757 -3.159 0.00
C 2.009 -3.416 -1.966 0.00
H 0.094 -2.507 3.473 -0.01
H -0.053 2.446 2.843 0.00
H 1.767 -2.962 3.849 0.00
C 4.632 2.523 0.924 0.00
H 0.131 3.241 1.248 0.00
C -2.610 -2.924 1.553 0.00

***

[3]
86
Properties=species:S:1:pos:R:3:mulliken_charge:R:1 method="wB97M-V/def2-TZVPD" total_charge=-1 e_homo_ev=-5.02 gap_ev=7.406 lumo_ev=2.387
C -1.074 7.242 -4.682 -0.39
H -2.641 0.643 -1.648 0.28
H -2.090 0.504 2.091 0.38
H 0.677 7.296 -5.925 0.34
H -4.629 -4.750 -6.440 0.34
C -3.210 1.039 0.506 -1.01
C 4.263 -5.190 5.207 -0.32
H -1.555 8.070 -5.191 0.34
C 3.494 -1.670 0.389 -0.79
H 2.553 -2.422 -1.134 0.28
H -6.195 0.576 -2.777 0.30
C -5.185 1.029 -2.953 -0.34
H -3.877 -0.461 -0.906 0.23
C 2.045 1.998 4.780 -0.24
H 3.203 0.452 0.764 0.17
H 2.175 -0.227 -0.562 0.21
N -2.072 0.315 1.090 -0.19
H 1.776 5.408 -4.762 0.36
C -1.870 -4.087 -4.584 -0.54
C -1.091 5.558 -2.961 -0.33
C -2.673 -4.676 -5.554 -0.34
C 2.538 -0.406 0.478 -0.23
O -5.374 2.066 -3.921 -0.58
H 3.869 -2.003 1.385 0.32
H -2.262 -5.433 -6.213 0.35
C 2.874 -4.354 3.427 -0.30
C -4.531 -3.328 -4.833 -0.47
C -0.772 0.564 0.462 1.81
H -1.766 -2.651 -2.987 0.49
H 4.519 -5.226 6.260 0.36
H -2.694 6.948 -3.302 0.36
H 4.448 0.127 7.157 0.37
C 1.370 -0.643 1.510 -0.53
H -4.295 2.606 -1.589 0.24
O -0.861 -1.775 -0.368 -0.81
C -4.003 -4.294 -5.681 -0.40
H -5.571 -3.034 -4.927 0.37
P -0.596 2.207 -0.465 0.51
C -1.712 6.614 -3.619 -0.43
C -3.533 0.609 -0.976 0.11
C 0.798 5.748 -4.439 -0.57
C 3.773 0.651 6.490 -0.39
H 5.216 0.810 4.907 0.37
C -4.653 1.540 -1.558 -0.64
O -0.879 3.468 0.664 -0.59
H 5.816 -6.554 4.625 0.35
H 5.227 -6.476 2.223 0.36
H 0.955 1.502 1.523 0.24
C -0.515 -0.575 -0.631 -0.36
H 0.647 4.303 -2.855 -0.01
C 0.180 6.808 -5.094 -0.32
H 2.139 0.638 7.883 0.37
C 3.339 1.704 4.369 -0.35
C 4.658 -5.894 2.940 -0.35
C -3.727 -2.737 -3.865 -0.12
C 3.598 -5.106 2.509 -0.45
H 0.890 -1.647 1.381 0.40
C 2.477 0.940 6.899 -0.39
Br 1.552 2.570 -1.140 -0.33
C 1.615 1.618 6.045 -0.44
H -0.833 -4.386 -4.484 0.39
H -4.121 0.727 1.099 0.56
O -0.021 -0.274 -1.743 -0.76
H 4.318 -1.401 -0.325 0.30
C 4.204 1.035 5.225 -0.43
H 1.371 2.523 4.113 0.40
H -4.529 2.513 -4.090 0.32
H 3.673 1.998 3.381 0.37
C 0.354 0.551 1.610 -1.46
C 4.990 -5.937 4.289 -0.37
H -0.067 0.548 2.646 0.08
H 0.605 1.849 6.366 0.37
H -4.521 0.217 -3.350 0.19
H 1.890 -0.698 2.516 0.50
H -5.528 1.508 -0.845 0.19
H 2.048 -3.737 3.089 0.44
H -4.137 -1.982 -3.206 0.19
C 3.208 -4.395 4.775 -0.50
C 0.164 5.126 -3.371 0.22
O 2.747 -2.761 -0.244 -0.47
H -1.350 3.117 1.440 0.33
H -1.586 5.070 -2.129 0.36
H 3.335 -5.076 1.457 0.41
H -3.183 2.166 0.634 0.18
C -2.395 -3.115 -3.741 -0.26
H 2.645 -3.806 5.490 0.39

***

[4]
90
Properties=species:S:1:pos:R:3:mulliken_spin:R:1 method="wB97M-V/def2-TZVPD" total_charge=+1 e_homo_ev="-10.40 / -10.30" spin_multiplicity=2 gap_ev="7.633 / 7.175" relative_energy_kcal_mol=10.9 lumo_ev="-2.770 / -3.122"
C -4.784 1.124 -1.828 0.00
C 4.108 1.873 3.545 0.00
O -2.691 0.541 -2.825 0.04
N -0.834 2.962 -2.014 -0.01
C -0.700 4.811 -3.575 0.00
C -0.988 5.696 -2.512 0.00
H -1.348 0.797 -3.893 0.00
O -2.654 1.184 -0.741 0.09
H 0.390 -6.049 -0.632 0.00
N 0.853 -2.006 0.719 -0.01
H 2.797 -1.420 0.355 0.00
H 0.714 -5.324 0.943 0.00
C 1.713 -2.017 3.103 0.00
H -5.177 1.244 -0.825 0.00
C 1.112 1.292 0.420 0.02
H 3.752 3.377 -0.177 0.00
N -1.271 -1.788 1.179 0.00
C -1.057 -1.756 3.709 0.00
C -1.200 5.199 -1.261 0.00
C -0.084 2.931 -5.548 0.00
H -1.030 6.761 -2.705 0.00
Ru -0.558 0.870 -1.669 0.94
Cl -5.131 2.625 -2.732 0.00
H -4.810 -3.908 -0.708 0.00
C -3.287 0.933 -1.799 -0.03
C -0.100 -1.798 4.705 0.00
H 5.195 1.866 3.660 0.00
C -3.160 -4.172 0.671 0.00
H -2.106 -1.644 3.943 0.00
C 4.016 3.437 0.881 0.00
C -0.980 1.331 1.453 0.02
C -0.602 -1.849 2.398 0.00
H -2.931 -1.464 0.001 0.00
C -3.734 -4.094 -0.740 0.00
H -3.575 -5.031 -1.274 0.00
C -0.642 3.441 -3.274 0.01
H 5.074 3.702 0.947 0.00
C 2.116 -2.191 0.000 0.00
H 5.707 0.663 0.998 0.00
C -2.724 -1.675 1.047 0.00
H 0.164 0.543 -4.491 0.00
H -5.266 0.302 -2.349 0.00
H 0.046 4.623 -6.880 0.00
H -0.054 -4.379 -0.344 0.00
C 2.729 -3.577 0.189 0.00
C -0.354 2.510 -4.280 -0.02
C 1.265 -1.926 4.407 0.00
N -0.379 1.140 -3.877 0.01
H 1.460 1.833 3.709 0.00
H 1.916 -1.998 -1.051 0.01
H 1.981 -1.954 5.216 0.00
H -2.079 -4.340 0.627 0.00
N -0.224 1.192 0.357 -0.02
C -0.142 4.308 -5.863 0.00
H 2.756 -5.556 -0.603 0.00
C 2.083 -4.696 -0.628 0.00
H 0.152 2.211 -6.321 0.00
C 4.641 0.429 0.941 0.00
Si 3.677 1.817 1.731 0.00
H -3.268 -3.302 -1.328 0.00
H 2.718 -3.848 1.249 0.00
C 0.706 -5.132 -0.134 0.00
H -3.582 -5.039 1.183 0.00
H -0.410 -1.731 5.739 0.00
C -0.366 -1.846 0.183 0.01
C -3.450 -2.934 1.515 0.00
H -0.512 6.282 -5.144 0.00
H -3.194 -3.135 2.557 0.00
C -1.111 3.811 -1.049 0.01
Se -0.743 -1.664 -1.652 -0.01
H 3.437 4.246 1.331 0.00
C 0.997 1.652 2.746 0.00
S 1.748 1.119 -1.185 -0.03
C -0.395 1.562 2.677 0.00
H 3.719 1.001 4.077 0.00
C -0.454 5.228 -4.905 0.00
C 0.747 -1.979 2.104 0.00
H 4.391 0.288 -0.112 0.00
H 2.010 -4.382 -1.673 0.00
H -1.278 3.392 -0.068 0.00
H -2.047 1.260 1.307 -0.01
H 4.488 -0.515 1.470 0.00
H 3.778 -3.487 -0.103 0.00
H 3.735 2.771 4.040 0.00
H -1.012 1.677 3.557 0.00
C 1.803 1.527 1.620 0.00
H -4.521 -2.715 1.487 0.00
H -3.041 -0.808 1.630 0.00
H -1.421 5.848 -0.426 0.00
H 2.767 -2.106 2.875 0.00

***

[5]
88
Properties=species:S:1:pos:R:3:mulliken_charge:R:1 method="wB97M-V/def2-TZVPD" total_charge=-1 e_homo_ev=-3.36 gap_ev=3.571 relative_energy_kcal_mol=18.6 lumo_ev=0.212
Se -3.441 -0.459 -0.795 -0.56
H 1.467 1.504 7.048 0.39
C 0.658 -2.671 0.670 0.76
H 1.828 -0.263 1.521 -0.69
H 2.660 2.545 6.542 0.40
H 1.118 2.960 -2.515 0.20
H -1.120 4.656 -1.110 0.46
C -4.507 2.267 -5.650 -0.64
H -5.617 4.082 -5.338 0.36
H -0.012 1.185 2.753 0.26
C -4.558 1.987 -2.888 -0.13
C 6.035 -0.109 -0.110 1.06
H 2.330 3.273 2.404 0.37
H 7.922 -1.042 0.349 0.36
H -2.292 -3.051 -3.891 0.26
H 0.873 4.243 0.238 0.03
P -3.065 -0.418 -2.906 0.88
H 0.864 -1.518 3.399 0.28
H 2.261 -0.888 5.223 0.38
H -6.063 -4.854 -4.871 0.36
H 5.817 1.999 -0.502 0.43
C -5.167 3.087 -3.490 -0.64
C 7.515 -0.049 0.162 -1.43
H 3.998 0.682 4.405 0.38
C -3.889 1.182 -5.049 -0.40
H 0.619 -0.318 5.610 0.48
C 1.036 -0.442 3.483 -0.30
C 1.478 -0.170 4.942 -1.23
H 3.671 1.373 2.076 0.08
C -4.108 -4.092 -4.408 -0.64
H -5.655 3.834 -2.875 0.37
H 2.998 -0.807 2.699 0.35
H 2.426 3.715 -1.585 0.32
H 7.727 0.576 1.033 0.28
H 5.835 -2.228 0.212 0.37
C 2.184 -0.092 2.535 0.10
C 1.429 -3.640 1.351 -0.44
H -1.318 -4.988 -0.968 0.51
C 3.955 0.943 -0.682 -0.08
C -4.015 -1.822 -3.608 0.31
H -7.214 -2.749 -4.259 0.36
H -5.904 -0.823 -3.424 0.36
C -3.371 -3.001 -3.962 -0.30
C -6.136 -2.823 -4.174 -0.61
C 1.260 -5.014 1.231 -0.93
H 8.047 0.384 -0.687 0.33
C 5.319 1.037 -0.438 -0.45
H 1.250 1.953 4.686 0.29
H 2.232 -3.309 2.020 0.07
C 0.264 -5.510 0.387 0.57
C 1.348 3.732 -1.775 -1.40
C -3.914 1.031 -3.662 0.10
C -0.540 -4.605 -0.314 -1.16
C 3.244 1.447 4.179 -1.28
H 3.353 1.818 -0.906 -0.09
H -0.911 0.245 3.801 0.27
H -1.277 2.924 -1.496 0.09
C -0.927 3.641 -0.744 -1.22
C -5.145 3.227 -4.869 -0.37
N -0.061 -8.071 0.146 -0.63
O 0.855 2.186 0.006 -0.78
N -0.183 0.247 3.101 -0.34
C 5.330 -1.303 -0.042 -0.72
C 0.077 -6.931 0.250 0.03
C 0.575 3.443 -0.482 0.56
H 3.683 2.440 4.345 0.55
H -3.364 0.448 -5.649 0.34
Cs -0.157 0.016 -0.661 1.10
C 2.005 1.241 5.023 -0.22
H 1.091 4.711 -2.196 0.44
H -3.601 -5.012 -4.673 0.38
H -4.483 2.374 -6.728 0.37
N 1.826 2.389 2.432 -0.41
Se -1.079 -0.455 -3.717 -0.45
N 2.306 1.593 6.477 -0.07
C -5.490 -4.004 -4.519 -0.40
H -4.571 1.861 -1.812 0.31
C -5.402 -1.739 -3.713 -0.42
H 1.424 2.283 1.413 0.00
H -0.993 -2.576 -0.731 -0.69
C 2.778 1.319 2.710 0.32
H 3.014 0.956 6.842 0.37
C -0.335 -3.240 -0.162 0.57
C 3.964 -1.307 -0.309 -0.64
H 1.887 -5.715 1.776 0.37
N 3.286 -0.208 -0.627 0.09
H 3.376 -2.220 -0.245 0.45
H -1.496 3.475 0.174 0.28